# 1
Density functional theory data (wB97M-V/def2-TZVPD) for C26H19BN11NbO4S2 as an isolated structure.

```
! wB97M-V def2-TZVPD RIJCOSX def2/J DEFGRID3
* xyz 0 1
Nb -0.5436 0.0815 0.4268
C -4.5296 2.0318 2.5745
C -3.4107 1.1792 2.7257
N -2.5873 1.2007 1.6688
N -3.2075 2.0559 0.7664
C -4.3382 2.5947 1.3219
B -2.5237 2.5666 -0.6120
N -1.1398 3.0600 -0.2813
C -0.8444 4.3411 -0.2905
C 0.4139 4.5074 0.4244
C 0.6605 3.2625 1.0049
N -0.2359 2.3479 0.4893
N -2.4827 1.3711 -1.6156
C -3.1690 1.2091 -2.7046
C -2.7918 -0.0875 -3.2886
C -1.8856 -0.6294 -2.4501
N -1.7529 0.2506 -1.3538
H -5.2503 2.3180 3.3571
H -3.0985 0.7395 3.6942
H -4.9679 3.2806 0.7342
H -3.2527 3.4577 -0.9167
H -1.4709 4.9335 -0.8619
H 1.0808 5.3805 0.4421
H 1.3959 2.9345 1.7016
H -4.0408 1.8363 -2.9102
H -3.0979 -0.3860 -4.2909
H -1.2861 -1.5375 -2.5422
N 1.9691 -1.8886 2.8575
N 2.0861 -0.6800 3.5665
C 1.5202 0.4387 2.9344
O 1.8326 1.5975 3.3570
O 0.5896 0.2537 2.0510
H 2.2092 -1.7044 1.8934
H 0.9743 -2.1775 2.8361
H 3.0605 -0.4751 3.8183
S -1.9102 -1.6734 1.5341
C -1.3683 -3.2411 1.0743
C -1.8827 -4.3640 1.7286
C -1.4772 -5.5990 1.2666
C -1.9226 -6.7828 1.9557
N -2.1784 -7.7452 2.5218
C -0.7325 -5.6866 0.1133
C -0.2445 -4.6144 -0.5933
C -0.4828 -3.3425 -0.0330
S 0.4572 -1.9169 -0.5109
C -0.3601 -6.9684 -0.4497
N -0.0701 -8.0402 -0.7909
H -2.6402 -4.1098 2.5464
H 0.2420 -4.7296 -1.5679
O 0.7297 1.8748 -2.2825
C 1.7325 1.4524 -1.7353
N 1.6653 0.6026 -0.6287
C 2.9363 0.3089 -0.2347
O 3.2991 -0.3794 0.7324
C 3.8857 0.8405 -1.2108
C 5.2764 0.7233 -1.3860
C 5.8500 1.3463 -2.4920
C 5.0630 2.0452 -3.3960
C 3.6975 2.1397 -3.2591
C 3.1094 1.5366 -2.1486
H 5.8767 0.1840 -0.6531
H 6.9279 1.3910 -2.3601
H 5.5473 2.4083 -4.2878
H 3.0885 2.6749 -3.9807
*
```

Results
* ΔE to the lowest compared entry with this formula, charge and spin: 0.00 kJ/mol
* orbital gap: 0.245 Ha
* HOMO energy: -8.9670 eV
* max |F|: 5.3 eV Å⁻¹

---

# 2
Density functional theory data (wB97M-V/def2-TZVPD) for C26H19F3MnN6O2S2Se as an isolated structure.

```
! wB97M-V def2-TZVPD RIJCOSX def2/J DEFGRID3
* xyz 0 4
Mn -0.3575 -0.6145 0.6148
F -5.1542 -2.3449 -3.0765
C -3.9631 -1.7742 -2.8022
F -3.0261 -2.4859 -3.4542
F -3.9809 -0.5447 -3.3359
C -3.7013 -1.7485 -1.3204
C -4.5999 -2.2989 -0.4351
C -4.3333 -2.3113 0.9363
C -3.1356 -1.8016 1.3679
N -2.2678 -1.2589 0.5073
C -2.5244 -1.1619 -0.8138
S -1.2768 -0.3524 -1.6759
H -5.5170 -2.7316 -0.8115
H -5.0353 -2.7308 1.6422
H -2.8232 -1.8229 2.4028
C 1.5313 2.7748 -5.6742
C 1.7994 2.3105 -4.2689
C 2.9629 1.6172 -3.9519
C 3.2174 1.2035 -2.6517
C 2.2947 1.4934 -1.6620
C 1.1281 2.1937 -1.9495
C 0.8868 2.5919 -3.2490
S 2.5511 0.9356 -0.0136
O 2.0984 1.9459 0.8873
O 3.8792 0.3980 0.0785
N 1.4977 -0.3120 0.1199
C 1.7212 -1.6005 -0.2897
C 2.8436 -2.2559 -0.7968
C 2.7138 -3.6059 -1.0467
C 1.5184 -4.2856 -0.7941
C 0.4546 -3.5726 -0.2988
N 0.5649 -2.2617 -0.0839
H 2.1653 2.2549 -6.3914
H 1.7270 3.8456 -5.7686
H 0.4896 2.6071 -5.9501
H 3.6825 1.3972 -4.7321
H 4.1269 0.6728 -2.4001
H 0.4228 2.4217 -1.1587
H -0.0248 3.1311 -3.4803
H 3.7690 -1.7203 -0.9465
H 3.5642 -4.1530 -1.4348
H 1.4233 -5.3456 -0.9788
H -0.5057 -4.0226 -0.0822
N -2.8690 3.9880 3.8210
C -2.1299 3.6538 2.9966
N -1.2835 3.3287 2.0261
C -1.0627 2.1445 1.6789
N -0.7971 1.0722 1.2818
Se 0.1484 -1.6118 2.8374
C 0.3009 -0.1135 3.9884
C -0.8255 0.5236 4.5108
C -0.6773 1.6168 5.3458
C 0.5975 2.0710 5.6701
C 1.7193 1.4318 5.1611
C 1.5750 0.3416 4.3159
H -1.8178 0.1693 4.2489
H -1.5526 2.1262 5.7267
H 0.7122 2.9331 6.3154
H 2.7102 1.7911 5.4080
H 2.4441 -0.1427 3.8900
*
```

Results
* ΔE to the lowest compared entry with this formula, charge and spin: 0.00 kJ/mol
* orbital gap (spin up / spin down): 0.221 / 0.273 Ha
* expectation value of S²: 4.209
* HOMO energy (spin up / spin down): -8.6270 / -8.7476 eV
* max |F|: 0.6 eV Å⁻¹

---

# 3
Density functional theory data (wB97M-V/def2-TZVPD) for C26H19FeN6O7S4 as an isolated structure.

```
! wB97M-V def2-TZVPD RIJCOSX def2/J DEFGRID3
* xyz -1 1
Fe 0.1142 0.8459 -0.4819
C 2.8738 2.4860 2.2847
C 1.8300 2.3899 1.3701
N 1.5210 1.2225 0.8375
C 2.2390 0.1455 1.1951
C 3.2595 0.2654 2.1157
N 3.5829 1.4317 2.6712
C 1.8638 -1.0934 0.4727
C 2.3933 -2.3632 0.6241
C 1.9022 -3.3950 -0.1719
C 0.9103 -3.1224 -1.1129
C 0.4332 -1.8274 -1.2210
N 0.9150 -0.8725 -0.4333
C -0.5639 -1.3034 -2.1861
C -1.1661 -2.0521 -3.1774
N -2.0052 -1.5195 -4.0628
C -2.2240 -0.2155 -3.9462
C -1.6354 0.5602 -2.9523
N -0.8159 0.0138 -2.0702
C 2.4292 -4.7741 -0.0222
C 1.5803 -5.8746 -0.0289
C 2.1206 -7.1418 0.1167
N 3.4237 -7.3800 0.2606
C 4.2305 -6.3210 0.2649
C 3.7889 -5.0143 0.1307
H 3.1352 3.4422 2.7190
H 1.2390 3.2413 1.0612
H 3.8387 -0.5983 2.4233
H 3.1513 -2.5723 1.3671
H 0.5440 -3.9149 -1.7514
H -0.9720 -3.1148 -3.2672
H -2.8998 0.2371 -4.6608
H -1.8402 1.6139 -2.8414
H 0.5102 -5.7386 -0.1202
H 1.4746 -8.0127 0.1237
H 5.2888 -6.5295 0.3770
H 4.4934 -4.1924 0.1229
O -2.8811 2.5125 -1.1492
S -2.0934 3.1076 -0.0901
O -2.0682 4.5537 -0.0736
O -0.6961 2.5890 -0.0409
C -2.9474 2.6658 1.4375
C -3.7605 3.6909 1.9188
C -4.5642 3.5079 3.0294
C -4.5642 2.2869 3.6825
C -3.7570 1.2642 3.2201
C -2.9415 1.4330 2.1028
S -1.9002 0.0183 1.7101
O -2.4658 -1.0819 2.4629
O -1.9535 -0.1310 0.2517
O -0.5644 0.4026 2.1341
H -3.7448 4.6384 1.4011
H -5.1867 4.3228 3.3784
H -5.1880 2.1253 4.5534
H -3.7384 0.3039 3.7146
C -0.3099 4.7975 -2.7723
O 0.1830 3.4538 -2.7025
C 1.3722 3.2388 -2.1430
S 2.3675 4.4575 -1.6227
S 1.7746 1.5487 -2.0479
H -1.3057 4.7099 -3.2005
H 0.3431 5.3985 -3.4047
H -0.3734 5.2339 -1.7798
*
```

Results
* ΔE to the lowest compared entry with this formula, charge and spin: 51.90 kJ/mol
* orbital gap (spin up / spin down): 0.223 / 0.224 Ha
* HOMO energy (spin up / spin down): -4.7890 / -4.8262 eV
* max |F|: 1.0 eV Å⁻¹

---

# 4
Density functional theory data (wB97M-V/def2-TZVPD) for C26H19N2O4PPdSe2 as an isolated structure.

```
! wB97M-V def2-TZVPD RIJCOSX def2/J DEFGRID3
* xyz 0 1
Pd -0.2070 0.5861 0.8878
Se 1.3869 -1.0041 -0.0081
P 1.6549 0.5122 -1.5253
Se -0.2540 1.5502 -1.3407
C 3.0606 1.5938 -1.1793
C 4.3418 1.1864 -1.5467
C 5.4349 1.9709 -1.2183
C 5.2527 3.1582 -0.5214
C 3.9781 3.5603 -0.1501
C 2.8793 2.7797 -0.4763
C 1.9603 -0.1503 -3.1759
C 2.3109 0.7211 -4.2073
C 2.4905 0.2327 -5.4899
C 2.3312 -1.1243 -5.7447
C 1.9851 -1.9909 -4.7192
C 1.7917 -1.5054 -3.4331
H 4.4871 0.2594 -2.0881
H 6.4290 1.6549 -1.5055
H 6.1079 3.7704 -0.2667
H 3.8360 4.4842 0.3944
H 1.8802 3.0859 -0.1911
H 2.4460 1.7770 -4.0055
H 2.7598 0.9084 -6.2907
H 2.4796 -1.5047 -6.7469
H 1.8638 -3.0481 -4.9168
H 1.5078 -2.1747 -2.6301
N -2.8620 -0.8233 0.5691
C -2.5845 -1.5347 -0.2904
C -2.2433 -2.4363 -1.3550
C -1.8205 -1.9417 -2.5860
C -1.5090 -2.8290 -3.6032
C -1.6060 -4.1974 -3.3912
C -2.0191 -4.6867 -2.1592
C -2.3430 -3.8097 -1.1381
H -1.7381 -0.8723 -2.7316
H -1.1890 -2.4471 -4.5635
H -1.3626 -4.8866 -4.1896
H -2.0936 -5.7533 -1.9948
H -2.6705 -4.1769 -0.1752
O -1.2720 1.9321 2.1073
C -0.9560 1.2237 3.1125
O -0.2492 0.1925 2.9499
C -1.4088 1.6167 4.4752
C -1.0267 0.8548 5.5729
C -1.4422 1.2175 6.8424
C -2.2364 2.3425 6.9751
C -2.6322 3.1150 5.8978
C -2.2092 2.7418 4.6337
N -2.6817 2.7359 8.3274
O -2.3254 2.0457 9.2603
O -3.3739 3.7282 8.4259
H -0.4065 -0.0168 5.4183
H -1.1652 0.6507 7.7180
H -3.2550 3.9814 6.0597
H -2.4939 3.3120 3.7608
*
```

Results
* ΔE to the lowest compared entry with this formula, charge and spin: 9.25 kJ/mol
* orbital gap (spin up / spin down): 0.290 / 0.290 Ha
* HOMO energy (spin up / spin down): -8.4891 / -8.4891 eV
* max |F|: 0.4 eV Å⁻¹

---

# 5
Density functional theory data (wB97M-V/def2-TZVPD) for C26H19N3O2S5W as an isolated structure.

```
! wB97M-V def2-TZVPD RIJCOSX def2/J DEFGRID3
* xyz 2 1
W 0.5330 0.1993 0.0786
C 1.6563 0.3061 4.3829
O 2.8380 -0.1133 3.5906
C 2.4757 -0.0556 2.3491
N 1.2306 0.1922 2.0840
C 0.4908 0.2471 3.3750
C -0.4655 1.4047 3.4392
C -1.7560 1.2007 3.9100
C -2.6413 2.2675 3.9871
C -2.2396 3.5340 3.5891
C -0.9491 3.7402 3.1166
C -0.0623 2.6783 3.0455
C 3.4011 -0.2879 1.2261
C 4.7710 -0.4799 1.2704
C 5.4436 -0.6401 0.0640
C 4.7427 -0.5848 -1.1400
C 3.3775 -0.3896 -1.0790
N 2.7236 -0.2698 0.0759
C 2.4188 -0.2566 -2.1889
N 1.1669 -0.0374 -1.9114
C 0.4248 0.0820 -3.2133
C 1.5400 -0.2403 -4.2346
O 2.7738 -0.3434 -3.4241
C -0.7658 -0.8316 -3.3031
C -0.6116 -2.2073 -3.1345
C -1.7044 -3.0476 -3.2563
C -2.9559 -2.5181 -3.5573
C -3.1131 -1.1521 -3.7259
C -2.0168 -0.3072 -3.5951
H 1.8587 1.3167 4.7307
H 1.5651 -0.3791 5.2182
H -0.0602 -0.6926 3.4550
H -2.0748 0.2096 4.2121
H -3.6445 2.1080 4.3587
H -2.9302 4.3641 3.6523
H -0.6339 4.7294 2.8127
H 0.9487 2.8485 2.6895
H 5.2895 -0.4994 2.2194
H 6.5139 -0.7948 0.0580
H 5.2417 -0.6858 -2.0942
H 0.0997 1.1187 -3.2976
H 1.7079 0.5369 -4.9727
H 1.4074 -1.2051 -4.7155
H 0.3633 -2.6270 -2.9041
H -1.5843 -4.1150 -3.1270
H -3.8085 -3.1762 -3.6624
H -4.0857 -0.7418 -3.9653
H -2.1383 0.7622 -3.7311
S -6.4984 -1.4059 -0.9079
C -4.9613 -1.0285 -0.6052
S -4.3183 0.6024 -0.7170
C -2.6851 0.1879 -0.3412
C -2.4308 -1.0955 -0.0547
S -0.7582 -1.5746 0.2662
S -3.7628 -2.1973 -0.0741
S -1.3475 1.3446 -0.3233
*
```

Results
* ΔE to the lowest compared entry with this formula, charge and spin: 3.59 kJ/mol
* orbital gap (spin up / spin down): 0.181 / 0.182 Ha
* HOMO energy (spin up / spin down): -12.7660 / -12.7660 eV
* max |F|: 0.5 eV Å⁻¹

---

# 6
Density functional theory data (wB97M-V/def2-TZVPD) for C26H19N5O2SZn as an isolated structure.

```
! wB97M-V def2-TZVPD RIJCOSX def2/J DEFGRID3
* xyz 0 1
Zn 1.6055 -0.2948 -0.3887
O 3.1175 -0.2896 -1.4916
C 3.6978 0.7547 -2.0033
C 4.7804 0.5316 -2.8839
C 5.4682 1.5586 -3.4741
C 5.1056 2.8824 -3.2273
C 4.0654 3.1408 -2.3704
C 3.3554 2.1130 -1.7258
C 2.4202 2.4722 -0.7081
N 1.7131 1.5935 -0.0817
N 0.9742 1.9264 1.0070
C 0.6460 0.8703 1.7134
O 1.0060 -0.3373 1.4633
C -0.2225 1.1181 2.8819
C -0.9114 2.3204 3.0090
C -1.7839 2.5101 4.0629
C -1.9730 1.5086 5.0041
C -1.2749 0.3172 4.8937
C -0.4042 0.1215 3.8371
H 5.0485 -0.4979 -3.0711
H 6.3010 1.3396 -4.1283
H 5.6497 3.6886 -3.6956
H 3.7699 4.1605 -2.1654
H 2.3722 3.5139 -0.3841
H -0.7493 3.0866 2.2686
H -2.3236 3.4431 4.1475
H -2.6574 1.6645 5.8268
H -1.4126 -0.4625 5.6307
H 0.1493 -0.7995 3.7322
N -2.3855 -1.7982 -0.7119
C -3.4182 -0.8558 -0.7106
C -4.7264 -1.2830 -0.5594
C -5.7669 -0.3623 -0.5451
C -5.4947 0.9856 -0.6581
C -4.1820 1.4226 -0.8092
C -3.1524 0.5050 -0.8539
S -1.4649 1.0590 -1.1108
N -0.5673 -0.3341 -0.9945
C -1.0494 -1.5081 -0.8051
C -0.1036 -2.6294 -0.7366
C -0.4993 -3.9685 -0.6901
C 0.4656 -4.9591 -0.6459
C 1.8022 -4.5948 -0.6898
C 2.1101 -3.2420 -0.7427
N 1.1888 -2.2990 -0.7477
H -2.6626 -2.7388 -0.4856
H -4.9332 -2.3381 -0.4510
H -6.7828 -0.7112 -0.4383
H -6.2947 1.7080 -0.6280
H -3.9575 2.4742 -0.8891
H -1.5381 -4.2566 -0.7039
H 0.1708 -5.9968 -0.5955
H 2.5788 -5.3417 -0.6862
H 3.1296 -2.8903 -0.7895
*
```

Results
* orbital gap: 0.226 Ha
* HOMO energy: -6.9291 eV
* max |F|: 1.2 eV Å⁻¹

---

# 7
Density functional theory data (wB97M-V/def2-TZVPD) for C26H20AgBN6S2 as an isolated structure.

```
! wB97M-V def2-TZVPD RIJCOSX def2/J DEFGRID3
* xyz 0 1
Ag -0.6560 -0.2110 -1.6286
S 6.4013 -1.6814 -2.7234
C 6.8732 -1.2226 -4.3004
C 5.9052 -0.4985 -4.9238
C 4.7595 -0.3084 -4.1085
C 4.8789 -0.8899 -2.8778
C 3.9048 -0.8890 -1.7820
C 2.5261 -0.8372 -2.0674
N 1.5839 -0.8110 -1.1517
C 1.9446 -0.8562 0.1511
C 3.2898 -0.9203 0.5451
C 3.6249 -0.9484 1.9411
C 2.6657 -0.9112 2.8876
C 1.2789 -0.8527 2.5248
C 0.2464 -0.7989 3.4746
C -1.0694 -0.7511 3.0711
C -1.3159 -0.7707 1.6803
N -0.3666 -0.8051 0.7819
C 0.9178 -0.8353 1.1707
C -2.1951 -0.6852 4.0053
C -3.4580 -0.2233 3.7589
C -4.3060 -0.3000 4.8935
C -3.6762 -0.8195 5.9812
S -2.0508 -1.2209 5.6375
C 4.2711 -0.9306 -0.4561
H 7.8359 -1.5140 -4.6870
H 6.0057 -0.1097 -5.9263
H 3.8924 0.2613 -4.4120
H 2.1982 -0.8244 -3.1004
H 4.6718 -0.9932 2.2148
H 2.9253 -0.9247 3.9391
H 0.5007 -0.7794 4.5287
H -2.3337 -0.7715 1.3005
H -3.7687 0.1767 2.8036
H -5.3374 0.0201 4.8989
H -4.0817 -0.9920 6.9646
H 5.3178 -0.9514 -0.1741
B -3.4842 1.8230 -2.1105
N -3.6809 0.4403 -1.4164
C -4.8085 0.0237 -0.8207
C -4.7084 -1.3342 -0.5711
C -3.4506 -1.6747 -1.0768
N -2.8486 -0.6035 -1.5901
N -2.2189 2.5777 -1.5948
C -2.1672 3.8914 -1.3291
C -0.8468 4.2546 -1.1291
C -0.1441 3.0594 -1.2979
N -0.9781 2.0635 -1.5865
H -4.4302 2.4976 -1.7749
H -3.4296 1.6741 -3.3091
H -5.6030 0.7238 -0.6269
H -5.4365 -1.9770 -0.1079
H -2.9492 -2.6295 -1.0867
H -3.0729 4.4727 -1.3019
H -0.4613 5.2303 -0.8904
H 0.9146 2.8672 -1.2145
*
```

Results
* ΔE to the lowest compared entry with this formula, charge and spin: 0.00 kJ/mol
* orbital gap: 0.277 Ha
* HOMO energy: -8.2706 eV
* max |F|: 0.3 eV Å⁻¹

---

# 8
Density functional theory data (wB97M-V/def2-TZVPD) for C26H20As2F6N3P2PdS4Se2 as an isolated structure.

```
! wB97M-V def2-TZVPD RIJCOSX def2/J DEFGRID3
* xyz 0 2
Pd 0.3115 -4.1969 0.6343
S -2.4242 -6.7839 3.3820
As -1.5092 -6.9015 1.4309
S 0.5673 -6.2104 1.7137
S -1.9163 -4.4728 0.4447
S -1.3707 -9.0663 1.5622
Se 1.8999 1.1177 -3.1961
P 0.0174 1.0727 -2.2177
C -1.3685 1.1831 -3.4005
C -1.4071 0.2738 -4.4576
C -2.4431 0.3304 -5.3749
C -3.4319 1.2970 -5.2573
C -3.3675 2.2291 -4.2347
C -2.3371 2.1793 -3.3069
C -0.2338 2.4795 -1.0911
C 0.6714 3.5337 -1.1208
C 0.4535 4.6589 -0.3405
C -0.6808 4.7398 0.4543
C -1.5962 3.6977 0.4698
C -1.3736 2.5622 -0.2940
C -0.1381 -0.5327 -1.3814
C 0.0275 -1.1959 -0.1606
N -0.0589 -2.5175 -0.4780
N -0.2510 -2.6720 -1.7601
N -0.2927 -1.4987 -2.3192
P 0.3598 -0.8903 1.5745
Se 0.1732 -2.7106 2.7610
C 1.9518 -0.0719 1.7836
C 2.2067 1.0567 1.0127
C 3.4222 1.7032 1.1351
C 4.3807 1.2140 2.0116
C 4.1308 0.0724 2.7596
C 2.9130 -0.5777 2.6505
C -0.9389 0.2274 2.1464
C -0.6619 1.3230 2.9542
C -1.7110 2.0798 3.4525
C -3.0195 1.7448 3.1412
C -3.2936 0.6659 2.3088
C -2.2531 -0.1002 1.8147
H -0.6350 -0.4747 -4.5467
H -2.4722 -0.3793 -6.1909
H -4.2542 1.3232 -5.9604
H -4.1194 3.0032 -4.1539
H -2.2915 2.9228 -2.5251
H 1.5467 3.4612 -1.7554
H 1.1634 5.4750 -0.3665
H -0.8577 5.6227 1.0554
H -2.4913 3.7690 1.0713
H -2.0896 1.7496 -0.2832
H 1.4623 1.4084 0.3137
H 3.6231 2.5787 0.5322
H 5.3360 1.7140 2.0974
H 4.8904 -0.3256 3.4179
H 2.7199 -1.4842 3.2093
H 0.3639 1.5743 3.1923
H -1.5046 2.9331 4.0846
H -3.8359 2.3351 3.5365
H -4.3144 0.4157 2.0533
H -2.4498 -0.9568 1.1795
F 2.6960 -2.5187 0.2520
As 3.6160 -3.9728 -0.1952
F 3.0017 -4.5761 1.3544
F 4.3916 -5.4418 -0.5723
F 2.0960 -4.6413 -0.9245
F 4.0002 -3.2184 -1.6804
F 5.0007 -3.3391 0.5978
*
```

Results
* ΔE to the lowest compared entry with this formula, charge and spin: 278.57 kJ/mol
* orbital gap (spin up / spin down): 0.134 / 0.133 Ha
* expectation value of S²: 0.985
* HOMO energy (spin up / spin down): -7.9243 / -7.9238 eV
* max |F|: 2.3 eV Å⁻¹